# 1
A cluster of 4 separate species, C26H22F37NO4PS in total at a distorted geometry, computed with ωB97M-V with the def2-TZVPD basis set.

Each line ends with the Mulliken charge.
CARTESIAN COORDINATES (ANGSTROEM)
O: 10.06 2.60 3.36  -0.590
P: 9.31 1.33 2.70  0.303
C: 8.24 1.82 1.17  0.144
C: 8.53 3.34 0.56  -0.477
C: 7.60 3.80 -0.71  -0.138
N: 6.56 2.88 -1.31  -0.091
C: 6.24 1.47 -0.79  0.209
C: 5.02 0.69 -1.59  -0.197
C: 5.08 -0.94 -1.50  -1.158
C: 4.16 -1.63 -0.35  0.780
F: 4.83 -2.96 -0.06  -0.314
F: 4.40 -0.86 0.93  -0.296
C: 2.63 -1.98 -0.69  0.451
F: 2.62 -3.23 -1.53  -0.280
F: 1.96 -2.40 0.60  -0.245
C: 1.69 -0.90 -1.46  0.664
F: 2.27 -0.59 -2.79  -0.253
F: 0.45 -1.71 -1.79  -0.268
C: 1.14 0.35 -0.58  0.692
F: 2.13 0.89 0.43  -0.282
F: 0.03 -0.21 0.28  -0.195
S: 0.44 1.82 -1.46  1.061
F: -1.08 1.57 -0.62  -0.300
F: 0.90 2.80 -0.09  -0.370
F: 1.89 2.25 -2.25  -0.317
F: -0.20 0.95 -2.78  -0.212
F: -0.27 3.23 -2.13  -0.288
C: 7.09 0.87 0.48  -0.213
H: 8.38 0.88 3.74  0.144
H: 10.23 0.24 2.44  0.173
H: 9.32 4.08 1.04  0.401
H: 7.74 4.87 -1.18  0.348
H: 5.99 3.27 -2.12  0.324
H: 5.18 0.96 -2.74  0.364
H: 4.00 1.17 -1.29  0.164
H: 4.87 -1.50 -2.53  0.389
H: 6.21 -1.22 -1.24  0.496
H: 6.87 -0.21 0.88  0.270
C: -3.66 0.15 0.73  0.000
C: -4.45 1.27 1.43  0.873
C: -4.68 1.07 2.93  0.505
F: -5.29 -0.10 3.23  -0.208
F: -5.49 2.05 3.42  -0.322
F: -5.62 1.46 0.76  -0.308
F: -3.74 2.43 1.27  -0.313
O: -4.42 -0.90 0.12  -0.438
C: -4.90 -1.90 1.02  0.780
C: -6.42 -1.83 1.24  0.151
F: -6.84 -0.59 1.56  -0.192
F: -6.80 -2.65 2.26  -0.267
F: -4.19 -1.83 2.17  -0.215
F: -4.58 -3.10 0.45  -0.305
H: -3.14 0.63 -0.11  0.111
H: -2.85 -0.25 1.37  0.014
H: -3.74 1.12 3.48  -0.013
H: -6.95 -2.15 0.34  0.260
C: -2.22 0.23 -5.28  -0.038
C: -3.51 0.96 -4.88  0.803
C: -4.81 0.23 -5.21  0.107
F: -4.92 -0.08 -6.52  -0.223
F: -5.88 1.01 -4.92  -0.277
F: -3.49 2.22 -5.39  -0.284
F: -3.47 1.12 -3.51  -0.271
O: -1.66 0.57 -6.56  -0.423
C: -2.28 -0.06 -7.68  0.679
C: -3.12 0.91 -8.53  0.253
F: -3.98 1.64 -7.79  -0.193
F: -3.87 0.23 -9.44  -0.257
F: -2.99 -1.13 -7.24  -0.275
F: -1.27 -0.57 -8.43  -0.295
H: -1.45 0.55 -4.56  -0.183
H: -2.29 -0.85 -5.14  0.423
H: -4.91 -0.69 -4.63  0.280
H: -2.47 1.60 -9.07  0.227
C: -0.47 -2.68 5.16  -0.825
C: -1.19 -1.72 4.20  0.905
C: -1.08 -0.23 4.55  0.046
F: -1.51 0.06 5.79  -0.247
F: -1.84 0.51 3.70  -0.258
F: -2.48 -2.11 4.06  -0.200
F: -0.63 -1.89 2.96  -0.283
O: -1.26 -3.23 6.22  -0.426
C: -1.46 -2.37 7.34  0.667
C: -2.90 -1.84 7.45  0.205
F: -3.34 -1.31 6.29  -0.136
F: -2.98 -0.86 8.39  -0.265
F: -0.53 -1.39 7.31  -0.271
F: -1.17 -3.12 8.44  -0.296
H: -0.18 -3.55 4.56  0.412
H: 0.47 -2.27 5.53  0.384
H: -0.04 0.12 4.45  0.287
H: -3.58 -2.64 7.74  0.241

Calculated values
Gap between HOMO and LUMO: 6.755 eV
Net charge: +1
E_LUMO: -6.01 eV

***

# 2
A structure of composition C26H22F5N7ReSe, computed with ωB97M-V with the def2-TZVPD basis set.

Each line ends with the Mulliken charge.
CARTESIAN COORDINATES (ANGSTROEM)
Re: 1.02 -0.49 0.26  1.256
C: -3.56 4.47 -1.23  -1.543
C: -2.88 3.16 -1.00  0.057
C: -2.93 2.13 -1.94  -1.152
C: -2.26 0.94 -1.73  -0.205
C: -1.52 0.72 -0.58  0.098
N: -0.72 -0.47 -0.49  0.482
C: -1.35 -1.65 -0.99  0.028
C: -2.68 -1.91 -0.67  -0.202
C: -3.31 -3.07 -1.08  -0.978
C: -2.62 -4.03 -1.82  0.284
C: -3.31 -5.30 -2.25  -1.560
C: -1.29 -3.80 -2.12  -0.390
C: -0.66 -2.62 -1.72  0.266
N: 0.71 -2.44 -2.08  -0.014
C: 1.34 -2.92 -3.17  -0.102
C: 2.69 -2.67 -3.03  -1.239
C: 2.81 -2.02 -1.81  -0.075
N: 1.60 -1.89 -1.23  -0.102
C: -1.47 1.74 0.37  0.866
C: -2.13 2.94 0.15  -0.583
N: -0.77 1.59 1.61  0.004
C: -1.01 2.27 2.74  -0.017
C: -0.03 1.93 3.66  -1.442
C: 0.77 1.02 2.99  -0.159
N: 0.32 0.80 1.75  0.227
H: -4.22 4.43 -2.10  0.390
H: -2.83 5.26 -1.40  0.340
H: -4.16 4.76 -0.37  0.380
H: -3.50 2.27 -2.85  0.403
H: -2.30 0.17 -2.49  0.603
H: -3.23 -1.18 -0.09  0.605
H: -4.35 -3.23 -0.82  0.454
H: -4.27 -5.08 -2.70  0.397
H: -3.48 -5.95 -1.39  0.330
H: -2.71 -5.85 -2.97  0.368
H: -0.72 -4.54 -2.66  0.532
H: 0.79 -3.40 -3.97  0.524
H: 3.47 -2.91 -3.73  0.450
H: 3.68 -1.60 -1.35  0.520
H: -2.03 3.75 0.87  0.571
H: -1.85 2.93 2.84  0.537
H: 0.07 2.30 4.66  0.499
H: 1.67 0.54 3.35  0.468
F: 4.68 3.64 3.99  -0.270
C: 4.12 3.13 2.91  0.681
C: 4.61 1.96 2.36  0.173
F: 5.64 1.34 2.93  -0.289
C: 4.01 1.43 1.24  0.354
F: 4.47 0.26 0.75  -0.393
C: 2.92 2.04 0.64  -0.153
Se: 2.10 1.31 -0.93  -0.120
C: 2.43 3.21 1.21  0.333
F: 1.35 3.80 0.70  -0.407
C: 3.02 3.76 2.34  0.171
F: 2.53 4.86 2.88  -0.296
N: 2.44 -1.45 1.70  -0.519
N: 1.13 -2.08 1.76  -0.537
H: 3.10 -2.08 1.26  0.289
H: 2.80 -1.22 2.63  0.241
H: 0.70 -1.93 2.66  0.302
H: 1.17 -3.08 1.56  0.266

Calculated values
Gap between HOMO and LUMO (spin up / spin down): 6.447 / 6.235 eV
Net charge: +2
Energy above the lowest of the compared OMol25 structures with the same formula, charge and spin: 0.0 kJ/mol
<S²>: 0.78
Multiplicity: 2
E_LUMO (spin up / spin down): -7.17 / -7.36 eV

***

# 3
An isolated molecule of C26H22N4O4S2, computed with ωB97M-V with the def2-TZVPD basis set.

Each line ends with the Mulliken charge.
CARTESIAN COORDINATES (ANGSTROEM)
O: 4.18 0.49 -1.72  -0.590
C: 4.08 0.75 -0.55  0.407
C: 4.93 0.06 0.51  -0.675
S: 4.00 -0.28 2.04  -0.055
C: 2.47 -0.77 1.33  0.645
N: 2.48 -1.11 0.08  -0.416
C: 1.29 -1.35 -0.48  1.074
S: 1.10 -1.81 -2.13  -0.273
C: -0.64 -1.84 -1.94  0.815
C: -1.04 -1.51 -0.68  -0.593
C: 0.07 -1.22 0.17  -0.639
C: 0.05 -0.87 1.57  0.283
O: -0.92 -0.75 2.28  -0.678
N: 1.35 -0.66 2.09  0.432
C: 1.47 -0.31 3.47  -0.908
C: 2.15 -1.15 4.34  0.255
C: 2.26 -0.79 5.67  -0.819
C: 1.69 0.38 6.13  -0.460
C: 1.00 1.20 5.26  -0.820
C: 0.89 0.87 3.92  -0.134
C: -2.48 -1.47 -0.29  -0.049
C: -3.31 -2.30 -1.26  -1.198
C: -2.99 -1.91 -2.70  0.073
C: -1.54 -2.24 -3.05  -0.873
N: 3.22 1.69 -0.03  -0.077
N: 1.96 1.94 -0.45  -0.545
C: 1.53 1.61 -1.61  -0.765
C: 0.12 1.73 -1.91  1.044
C: -0.80 2.12 -0.93  -0.641
C: -2.14 2.17 -1.21  -0.823
C: -2.60 1.84 -2.49  0.811
C: -4.04 1.87 -2.83  0.484
O: -4.49 1.55 -3.90  -0.595
O: -4.82 2.28 -1.82  -0.474
C: -1.69 1.46 -3.47  -0.499
C: -0.34 1.40 -3.18  -0.865
H: 5.30 -0.88 0.09  0.392
H: 5.77 0.68 0.81  0.414
H: 2.58 -2.07 3.98  0.504
H: 2.79 -1.44 6.35  0.391
H: 1.77 0.65 7.18  0.399
H: 0.55 2.12 5.62  0.399
H: 0.35 1.50 3.23  0.454
H: -2.58 -1.83 0.73  0.501
H: -2.81 -0.43 -0.30  0.033
H: -4.37 -2.15 -1.06  0.444
H: -3.09 -3.36 -1.12  0.354
H: -3.66 -2.43 -3.39  0.425
H: -3.16 -0.83 -2.83  -0.452
H: -1.25 -1.75 -3.98  0.383
H: -1.44 -3.32 -3.22  0.393
H: 3.33 1.92 0.95  0.390
H: 2.16 1.16 -2.38  0.601
H: -0.43 2.37 0.06  0.456
H: -2.85 2.47 -0.45  0.415
H: -5.75 2.28 -2.10  0.356
H: -2.06 1.20 -4.45  0.460
H: 0.36 1.09 -3.94  0.427

Calculated values
Gap between HOMO and LUMO: 7.741 eV
SMILES string: O=C(CSc1nc2sc3c(c2c(=O)n1-c1ccccc1)CCCC3)N/N=C/c1ccc(C(=O)O)cc1
Energy above the lowest of the compared OMol25 structures with the same formula, charge and spin: 0.0 kJ/mol
E_LUMO: -0.21 eV

***

# 4
An isolated molecule of C26H22N6O3 at a distorted geometry, computed with ωB97M-V with the def2-TZVPD basis set.

Each line ends with the Mulliken charge.
CARTESIAN COORDINATES (ANGSTROEM)
O: 1.25 -1.40 -2.82  -0.723
C: 1.35 -1.65 -1.64  -0.234
N: 2.44 -2.19 -1.07  -0.064
C: 3.71 -2.18 -1.78  -1.070
C: 4.48 -0.94 -1.45  0.615
C: 4.66 0.22 -2.15  -0.453
C: 5.40 1.07 -1.30  -0.431
C: 5.62 0.37 -0.15  -0.577
O: 5.06 -0.85 -0.23  -0.392
C: 0.11 -1.49 -0.73  0.610
C: 0.28 -1.79 0.74  0.200
C: -0.52 -2.75 1.35  -0.462
C: -0.39 -2.99 2.70  -0.622
C: 0.54 -2.24 3.41  -0.567
N: 1.31 -1.33 2.85  -0.720
C: 1.19 -1.11 1.55  -0.493
N: -0.41 -0.13 -0.94  1.281
C: 0.47 0.89 -0.96  0.665
O: 1.66 0.72 -0.80  -0.402
C: -0.11 2.30 -1.12  -1.444
N: -1.28 2.52 -0.34  0.800
N: -2.42 2.98 -0.88  -0.773
N: -3.34 3.02 -0.01  -0.563
C: -2.86 2.55 1.17  0.251
C: -3.45 2.36 2.42  -0.725
C: -2.67 1.83 3.41  -0.596
C: -1.31 1.51 3.20  -0.628
C: -0.70 1.71 1.99  -0.803
C: -1.49 2.22 0.97  1.181
C: -1.79 -0.02 -1.24  -1.199
C: -2.73 -0.33 -0.26  0.351
C: -4.08 -0.23 -0.56  -1.030
C: -4.49 0.16 -1.82  -0.500
C: -3.55 0.44 -2.80  -0.924
C: -2.20 0.34 -2.51  -0.051
H: 2.50 -2.21 -0.07  0.390
H: 3.50 -2.21 -2.84  0.440
H: 4.28 -3.07 -1.48  0.348
H: 4.30 0.43 -3.13  0.516
H: 5.73 2.07 -1.52  0.440
H: 6.13 0.62 0.76  0.487
H: -0.65 -2.17 -1.14  0.689
H: -1.24 -3.31 0.76  0.467
H: -1.01 -3.73 3.20  0.438
H: 0.67 -2.37 4.48  0.402
H: 1.85 -0.36 1.14  0.771
H: 0.69 3.00 -0.83  0.401
H: -0.36 2.48 -2.17  0.462
H: -4.49 2.61 2.58  0.492
H: -3.09 1.65 4.39  0.402
H: -0.74 1.10 4.02  0.465
H: 0.34 1.47 1.83  0.630
H: -2.41 -0.63 0.73  0.482
H: -4.81 -0.46 0.21  0.401
H: -5.54 0.25 -2.04  0.409
H: -3.87 0.74 -3.78  0.415
H: -1.46 0.54 -3.27  0.545

Calculated values
Gap between HOMO and LUMO: 9.003 eV
SMILES string: O=C(NCc1ccco1)[C@@H](c1cccnc1)N(C(=O)Cn1nnc2ccccc21)c1ccccc1
Energy above the lowest of the compared OMol25 structures with the same formula, charge and spin: 140.9 kJ/mol
E_LUMO: 0.53 eV